C2H11N4O | wB97M-V/def2-TZVPD

CARTESIAN COORDINATES (ANGSTROEM)
C1 1.82 1.01 -0.02
C2 -2.00 -1.25 -0.12
N1 2.61 -0.02 -0.53
N2 -1.84 1.02 0.55
N3 0.69 0.25 0.92
N4 0.75 -0.95 1.01
O1 -1.64 0.08 -0.53
H1 2.41 1.68 0.62
H2 1.34 1.71 -0.82
H3 -2.38 -1.87 -0.88
H4 -2.76 -1.14 0.74
H5 3.58 -0.06 -0.24
H6 2.50 -0.47 -1.47
H7 -2.89 1.01 0.74
H8 -1.71 1.89 0.08
H9 -0.31 0.61 1.16
H10 -1.06 -1.73 0.17
H11 1.64 -1.26 0.51

Output
HOMO-LUMO gap	9.0862	eV
charge	+1
ΔE to the lowest compared entry with this formula, charge and spin	125.2	kcal/mol
highest occupied orbital energy	-13.71	eV



C30H75N5O13Sr2 | wB97M-V/def2-TZVPD

CARTESIAN COORDINATES (ANGSTROEM)
Sr1 0.12 2.19 -1.82
Sr2 -0.71 -3.86 1.10
C1 -0.72 -0.02 1.36
O1 -0.93 1.18 1.22
O2 -1.00 -0.75 2.29
O3 -0.45 -0.51 0.31
C2 -0.91 5.18 -3.18
O4 -0.01 4.89 -2.11
C3 0.95 5.93 -1.78
C4 1.74 5.31 -0.61
N1 2.58 4.17 -1.19
C5 3.02 3.26 -0.08
C6 3.73 2.04 -0.76
O5 3.11 1.48 -1.94
C7 3.83 1.33 -3.08
H1 -1.65 4.41 -3.42
H2 -0.39 5.36 -4.12
H3 -1.45 6.09 -2.94
H4 0.32 6.79 -1.56
H5 1.52 6.05 -2.70
H6 1.06 5.05 0.20
H7 2.56 6.00 -0.38
H8 3.29 4.80 -1.57
H9 2.18 2.75 0.39
H10 3.68 3.72 0.65
H11 3.56 1.19 -0.10
H12 4.79 2.09 -0.98
H13 4.23 2.31 -3.35
H14 3.29 0.98 -3.95
H15 4.47 0.46 -3.00
C8 -0.99 -7.62 0.44
O6 -0.73 -6.60 -0.45
C9 0.20 -6.93 -1.50
C10 0.03 -5.95 -2.68
N2 0.30 -4.48 -2.41
C11 1.70 -4.20 -2.52
C12 2.17 -4.12 -4.00
O7 1.19 -3.34 -4.80
C13 1.29 -3.35 -6.23
H16 -1.66 -8.35 -0.01
H17 -1.50 -7.29 1.35
H18 -0.10 -8.17 0.77
H19 0.14 -7.89 -2.01
H20 1.12 -6.89 -0.91
H21 -0.97 -6.08 -3.10
H22 0.59 -6.32 -3.54
H23 -0.22 -3.94 -3.08
H24 2.33 -4.87 -1.94
H25 1.75 -3.29 -1.93
H26 2.31 -5.11 -4.43
H27 3.11 -3.58 -3.91
H28 0.52 -2.77 -6.74
H29 1.41 -4.36 -6.62
H30 2.16 -2.85 -6.66
C14 4.37 -0.38 7.49
O8 4.02 -0.52 6.20
C15 3.82 0.69 5.48
C16 2.36 1.11 5.68
N3 2.01 2.25 4.90
C17 2.40 3.56 5.48
C18 1.79 3.78 6.97
O9 2.56 3.21 7.98
C19 3.87 3.85 8.12
H31 3.67 0.12 8.15
H32 5.37 0.00 7.71
H33 4.48 -1.41 7.81
H34 4.00 0.48 4.42
H35 4.44 1.46 5.93
H36 2.11 1.28 6.73
H37 1.63 0.36 5.37
H38 1.19 2.22 4.32
H39 2.19 4.26 4.67
H40 3.49 3.50 5.51
H41 0.80 3.33 6.97
H42 1.75 4.87 6.98
H43 4.48 3.40 7.34
H44 4.14 3.50 9.12
H45 3.85 4.93 8.02
C20 -3.67 2.75 -1.92
O10 -2.64 2.00 -2.57
C21 -3.13 1.18 -3.66
C22 -2.07 0.14 -4.03
N4 -0.75 0.69 -4.46
C23 -0.89 1.47 -5.68
C24 0.43 2.17 -5.99
O11 0.94 2.84 -4.79
C25 1.97 3.90 -5.04
H46 -3.21 3.33 -1.12
H47 -4.44 2.06 -1.59
H48 -4.20 3.43 -2.59
H49 -3.53 1.74 -4.51
H50 -4.05 0.63 -3.45
H51 -2.45 -0.54 -4.79
H52 -1.98 -0.57 -3.21
H53 -0.14 -0.06 -4.76
H54 -1.51 2.35 -5.52
H55 -1.23 0.87 -6.52
H56 0.28 2.91 -6.77
H57 1.13 1.41 -6.34
H58 1.56 4.87 -5.31
H59 2.90 3.60 -5.52
H60 2.42 3.96 -4.05
C26 -3.95 1.29 4.74
O12 -3.97 1.90 3.51
H61 -3.79 1.97 5.57
H62 -4.91 0.81 4.91
H63 -3.21 0.49 4.85
H64 -3.11 1.83 3.08
C27 -6.15 -3.62 3.11
C28 -5.11 -3.98 2.03
C29 -4.84 -3.00 0.86
O13 -3.96 -3.64 -0.15
C30 -4.61 -4.68 -0.94
N5 -3.85 -4.19 2.75
H65 -6.27 -4.36 3.90
H66 -7.17 -3.57 2.73
H67 -5.82 -2.67 3.53
H68 -5.39 -4.97 1.66
H69 -4.57 -1.99 1.17
H70 -5.76 -2.86 0.29
H71 -4.64 -4.49 -2.02
H72 -5.63 -4.86 -0.59
H73 -4.03 -5.59 -0.84
H74 -4.00 -4.96 3.39
H75 -3.75 -3.38 3.35

Output
HOMO-LUMO gap	4.3955	eV
charge	+2
highest occupied orbital energy	-9.83	eV



charge of number 1 (C2H11N4O)?
+1